(1)
Molecular formula: CH4Cl2PS
Method: DFT, the ωB97M-V functional and the def2-TZVPD basis

Each line ends with the Löwdin charge.
Geometry (Å):
C1 -1.65269 -0.43663 -0.89695  -0.347
P1 -0.25413 -1.41764 -0.27109  0.657
S1 2.12426 2.03466 2.48314  0.400
Cl1 1.75402 0.82314 0.80494  -0.018
Cl2 0.75482 -2.00669 -1.82598  0.386
H1 -2.22796 -0.02274 -0.01901  0.083
H2 -2.34320 -1.09887 -1.37844  0.054
H3 -1.47906 0.29474 -1.63062  0.042
H4 3.32395 1.83003 2.73401  -0.257

Properties
Energy relative to the best compared isomer or geometry (same formula, charge and spin) = 71.1 kcal per mole
Total energy = -1700.0888 Eh
Total charge = +1
Multiplicity = 1
Frontier orbital gap = 0.205 Eh


(2)
Molecular formula: C4H9NO2
Method: DFT, the ωB97M-V functional and the def2-TZVPD basis

Each line ends with the Löwdin charge.
Geometry (Å):
C1 -1.78075 -0.38179 -1.74938  -0.051
C2 -0.91592 -0.90512 -0.62365  -0.424
O1 -1.58138 -1.53440 0.46996  -0.047
C3 -0.13564 0.29883 -0.04339  -0.174
N1 0.96550 -0.05121 0.82901  0.017
C4 2.07460 0.83848 0.89231  -0.342
O2 2.00724 1.98795 0.56822  0.047
H1 -2.71677 0.00409 -1.31725  0.088
H2 -1.24349 0.36690 -2.31107  0.075
H3 -2.20898 -1.13355 -2.41943  0.082
H4 -0.28560 -1.72313 -0.98648  0.143
H5 -2.28153 -0.95846 0.81059  0.093
H6 -0.85878 0.85636 0.56032  0.133
H7 0.19396 0.96030 -0.84586  0.115
H8 1.39566 -0.96427 0.71261  0.118
H9 2.89676 0.25831 1.35418  0.129

Properties
Energy relative to the best compared isomer or geometry (same formula, charge and spin) = 32.6 kcal per mole
SMILES = C[C@H](O)CNC=O
Total energy = -363.0336 Eh
Multiplicity = 1
Frontier orbital gap = 0.398 Eh


(3)
Molecular formula: C9H14
Method: DFT, the ωB97M-V functional and the def2-TZVPD basis

Each line ends with the Löwdin charge.
Geometry (Å):
C1 2.73837 -1.51856 0.35467  -0.060
C2 2.07575 -0.25187 -0.15888  -0.271
C3 1.19502 -0.20070 -1.24467  -0.049
C4 0.30045 0.86390 -1.26804  -0.116
C5 0.62755 2.08828 -0.73501  -0.108
C6 1.77937 2.11957 0.07325  -0.094
C7 2.43776 0.97189 0.47323  -0.048
H1 2.80975 -1.51657 1.51886  0.108
H2 3.81586 -1.44241 0.11213  0.081
H3 2.10965 -2.36217 -0.00308  0.081
H4 1.08432 -1.07325 -1.76342  0.076
H5 -0.61098 1.05007 -1.98165  0.140
H6 0.23909 3.06142 -0.93267  0.093
H7 2.17086 3.10620 0.29781  0.099
H8 3.12380 0.97917 1.22066  0.073
C8 -2.75886 -0.58065 -0.00060  -0.232
C9 -3.76690 -0.88243 0.97377  -0.213
H9 -2.66424 -1.22471 -0.90977  0.092
H10 -2.82612 0.44786 -0.24005  0.051
H11 -1.70614 -0.62586 0.28180  0.055
H12 -3.54900 -1.92303 1.56218  0.120
H13 -4.72730 -0.83005 0.49669  0.054
H14 -3.89807 -0.25610 1.87280  0.066

Properties
Energy relative to the best compared isomer or geometry (same formula, charge and spin) = 50.0 kcal per mole
SMILES = Cc1ccccc1.CC
Total energy = -351.2505 Eh
Multiplicity = 1
Frontier orbital gap = 0.360 Eh


(4)
Molecular formula: C49H110N9O7
Method: DFT, the ωB97M-V functional and the def2-TZVPD basis

Each line ends with the Löwdin charge.
Geometry (Å):
C1 -4.85523 4.35902 -2.84941  -0.142
C2 -7.23152 3.59212 -3.27162  -0.059
C3 -6.25715 4.46507 -3.50128  -0.265
N1 -3.80527 9.94807 -11.81931  -0.073
C4 -4.58067 8.55992 -11.86228  -0.085
C5 -4.96005 8.18702 -13.31408  -0.065
C6 -3.57510 8.41406 -14.40163  0.104
C7 -2.65576 9.38105 -13.94762  -0.023
C8 -2.78592 10.11319 -12.60971  0.018
C9 -3.80565 10.63618 -10.44723  0.016
H1 -4.00338 4.93298 -3.33368  0.061
H2 -4.55077 3.36521 -2.77148  0.012
H3 -4.85225 4.98313 -1.64861  0.163
H4 -7.11512 2.86663 -2.36973  0.093
H5 -8.27598 3.44313 -3.65360  0.022
H6 -6.42919 5.45428 -4.14362  0.129
H7 -11.01650 -1.89840 -5.89001  -0.345
H8 -4.01592 7.99536 -11.19649  0.111
H9 -5.42430 8.87681 -11.36118  0.087
H10 -5.57792 7.22312 -13.19858  0.137
H11 -5.79882 8.83804 -13.51846  0.097
H12 -0.42745 -2.41778 -9.71836  -0.064
H13 -3.65475 7.88395 -15.33432  0.095
H14 14.71034 -0.55980 -1.04515  -0.235
H15 -2.06396 9.69139 -14.79591  0.102
H16 12.54083 -3.79077 -10.49325  -0.198
H17 -2.00874 10.82408 -12.35954  0.141
H18 -4.37464 9.94259 -9.77494  0.107
H19 -4.17223 11.67929 -10.41402  0.100
H20 -2.70730 10.96658 -10.20625  0.129
C10 -7.47945 9.82749 4.99915  -0.077
C11 -6.76325 10.10282 6.39196  -0.209
C12 -5.24312 10.21123 5.89649  -0.138
N2 -4.22961 10.28700 7.06123  -0.228
C13 -4.84955 10.97645 8.37165  -0.116
C14 -4.06139 10.49900 9.46887  -0.030
C15 -3.97593 8.16304 9.92696  0.067
C16 -3.33561 8.62975 8.73438  -0.132
C17 -4.07292 8.89928 7.48061  -0.194
C18 -2.90213 10.75568 6.44837  0.045
H21 -6.47901 9.87615 4.30360  0.105
H22 -8.44024 10.38058 4.99490  0.086
H23 -7.61222 8.65403 4.85776  0.112
H24 -6.79805 9.32984 7.15389  0.098
H25 -7.13089 11.09283 6.63177  0.099
H26 -5.00667 11.02826 5.20030  0.129
H27 -5.09005 9.22357 5.40774  0.126
H28 -5.93188 11.14079 8.40522  0.133
H29 -4.48495 11.97578 8.41116  0.122
H30 -4.51524 10.50196 10.49562  0.130
H31 -2.99448 10.73927 9.48381  0.091
H32 -5.00236 7.91708 10.07536  0.077
H33 -3.33584 7.94920 10.74636  0.066
H34 -1.11354 -0.92000 9.86024  -0.395
H35 -2.26001 8.78169 8.80548  0.127
H36 -5.04809 8.49590 7.75604  0.136
H37 -3.64624 8.37049 6.64898  0.136
H38 -3.21128 11.62372 5.83018  0.104
H39 -2.48976 9.98440 5.74923  0.132
H40 -2.25911 11.24802 7.20481  0.117
C19 7.99410 -12.13297 -7.67852  -0.044
C20 8.92927 -12.46432 -6.47249  -0.144
N3 9.55864 -11.27966 -5.85773  -0.041
C21 8.79491 -10.29497 -5.21992  -0.002
C22 9.54340 -9.20570 -5.19688  0.023
N4 10.80884 -9.54360 -5.79595  -0.063
C23 10.72176 -10.77186 -6.26228  0.007
C24 11.83579 -8.56473 -6.06085  0.035
H41 7.00323 -11.82214 -7.27531  0.082
H42 7.79548 -12.98112 -8.35519  0.090
H43 8.38764 -11.32434 -8.32475  0.087
H44 9.76160 -13.09649 -6.76305  0.125
H45 8.48259 -13.01717 -5.70574  0.107
H46 7.76747 -10.40449 -4.95033  0.140
H47 9.33583 -8.22397 -4.85647  0.126
H48 11.41828 -11.34034 -6.77514  0.162
H49 12.58338 -8.66520 -5.35601  0.084
H50 11.34082 -7.62195 -5.80439  0.107
H51 12.12298 -8.57035 -7.10148  0.118
C25 -6.99222 -2.47369 -5.79416  -0.115
C26 -7.59916 -2.56108 -4.38504  -0.184
N5 -8.26138 -1.31551 -4.02186  -0.067
C27 -8.87400 -1.11517 -2.85159  -0.039
C28 -9.41225 0.11138 -2.90165  -0.027
N6 -9.13550 0.65137 -4.12541  -0.063
C29 -8.39448 -0.24305 -4.79988  -0.065
C30 -9.74203 1.86174 -4.75275  -0.003
H52 -6.31629 -3.36376 -5.96030  0.093
H53 -6.30492 -1.62936 -5.88504  0.064
H54 -7.73654 -2.44390 -6.66007  0.091
H55 -6.76402 -2.87364 -3.72896  0.130
H56 -8.38408 -3.35888 -4.40738  0.130
H57 -8.68290 -1.79473 -2.05782  0.137
H58 -9.94185 0.64602 -2.14575  0.133
H59 -8.15285 -0.19740 -5.83090  0.133
H60 -8.98260 2.39793 -5.39539  0.110
H61 -10.10747 2.63571 -4.06504  0.094
H62 -10.51974 1.46302 -5.34142  0.065
C31 3.96001 -0.07494 0.61629  0.044
N7 3.01468 -0.25818 -0.56718  -0.403
C32 2.47985 -1.62763 -0.51959  -0.004
C33 1.98707 0.73994 -0.68438  -0.021
C34 3.72329 -0.19637 -1.92494  -0.072
C35 4.96601 -1.11990 -2.11166  -0.209
O1 4.58339 -2.48067 -2.29534  -0.074
H63 4.76378 0.49987 0.23939  0.085
H64 4.39905 -1.08620 0.80268  0.120
H65 3.47908 0.31378 1.54828  0.125
H66 3.29328 -2.26320 -0.64227  0.058
H67 1.82817 -1.71011 -1.43916  0.140
H68 1.92941 -1.81407 0.46990  0.154
H69 1.15329 0.43035 -1.31221  0.120
H70 2.47420 1.71173 -0.98137  0.141
H71 1.50130 0.76892 0.31509  0.126
H72 4.02238 0.84310 -1.99204  0.134
H73 2.93413 -0.47253 -2.62557  0.144
H74 5.73025 -0.94104 -1.36387  0.116
H75 5.48920 -0.83346 -3.04119  0.142
H76 5.46523 -2.91981 -2.42263  0.133
C36 3.13333 -11.42909 7.13135  0.047
N8 1.77335 -11.82128 6.53708  -0.336
C37 1.80380 -11.49327 5.06501  -0.003
C38 1.36366 -13.25229 6.73379  0.032
C39 0.68683 -11.06336 7.20142  -0.149
C40 0.32687 -11.19093 8.70126  -0.265
O2 -0.28720 -12.05228 9.18095  0.175
H77 3.79076 -12.27899 7.09960  0.105
H78 2.82943 -11.26241 8.15954  0.088
H79 3.57428 -10.50033 6.78960  0.108
H80 0.83657 -11.29720 4.49709  0.123
H81 2.32763 -12.24167 4.46766  0.113
H82 2.30901 -10.54550 4.99018  0.087
H83 0.59487 -13.60510 6.05977  0.122
H84 1.07732 -13.43547 7.80050  0.126
H85 2.25868 -13.76192 6.52081  0.087
H86 -0.33237 -11.36393 6.85402  0.134
H87 0.74042 -9.99818 6.98721  0.132
H88 -6.49314 -8.65118 6.09810  -0.230
H89 0.37938 -10.35290 9.31476  0.106
H90 -0.44538 -11.87122 10.09359  0.161
C41 6.98422 2.77063 6.38085  -0.009
N9 6.99198 1.32163 6.06718  -0.337
C42 8.13039 0.99540 5.07471  0.042
C43 7.26657 0.52254 7.37308  0.055
C44 5.64144 1.00635 5.45386  -0.159
C45 5.35472 -0.42475 5.10649  -0.233
O3 3.96123 -0.36407 4.75640  -0.052
H91 6.23234 3.08372 7.12064  0.128
H92 6.69530 3.28915 5.46331  0.112
H93 7.99944 3.09939 6.68167  0.125
H94 8.98096 1.57455 5.37740  0.104
H95 7.79906 1.16795 4.06113  0.106
H96 8.45069 -0.04099 5.17131  0.104
H97 7.65922 -0.45610 7.10577  0.102
H98 6.30449 0.50034 7.90798  0.122
H99 7.99034 1.09141 7.95187  0.111
H100 5.50966 1.64509 4.55082  0.137
H101 4.88772 1.31966 6.19342  0.139
H102 5.52266 -1.01826 5.99777  0.122
H103 6.03687 -0.76367 4.29604  0.131
H104 3.72629 -1.31213 4.82840  0.113
C46 -3.26142 4.63963 2.01188  -0.022
C47 2.24514 3.55914 4.76364  -0.323
O4 3.33045 2.97284 4.90840  0.091
O5 1.30357 4.20289 4.77349  0.264
H105 -2.46599 4.16716 2.47662  -0.136
H106 -3.93343 5.12518 2.73448  -0.083
H107 -3.51288 4.50464 0.95871  -0.090
C48 -0.36979 -5.52453 -9.39059  0.227
C49 -1.99335 -9.58352 4.27364  -0.347
O6 -2.69339 -9.34045 3.34369  0.197
O7 -1.42381 -9.88953 5.26274  0.154
H108 -0.78089 -5.60535 -8.40260  -0.008
H109 -0.42373 -4.58962 -9.89542  -0.159
H110 0.04036 -6.45983 -9.71825  0.004

Properties
Total energy = -2948.8576 Eh
Total charge = +5
Multiplicity = 1
Frontier orbital gap = 0.022 Eh


Number 1: LUMO -0.281 hartree. Number 2: LUMO 0.032 hartree. Number 3: LUMO 0.034 hartree. Number 4: LUMO -0.333 hartree.